Arrangement w

# C4H10N3O

The ion C4H10N3O with charge +1 (ωB97M-V with the def2-TZVPD basis set, the OMol25 dataset).

```
! wB97M-V def2-TZVPD RIJCOSX def2/J DEFGRID3
* xyz 1 1
C 2.00 0.48 -0.05
C -1.14 -0.21 1.04
C -2.17 0.26 -1.21
C -1.05 0.44 -0.26
N -0.06 1.04 -0.75
N 3.13 0.69 0.66
N 1.84 -0.69 -0.69
O 1.02 1.34 0.07
H -0.03 -0.45 1.33
H -1.55 0.39 1.84
H -1.77 -1.16 0.93
H -1.83 0.49 -2.22
H -2.81 1.06 -0.82
H -2.79 -0.60 -1.02
H 3.18 1.64 1.18
H 3.95 0.04 0.81
H 1.11 -0.71 -1.33
H 2.33 -1.50 -0.48
*
```

Properties
HOMO = -14.563 eV
structure (SMILES) = CC(C)=NOC(N)=[NH2+]

---

Arrangement x

# C4H10N3O

A cluster of 2 separate species, C4H10N3O in total (ωB97M-V with the def2-TZVPD basis set, the OMol25 dataset).

```
! wB97M-V def2-TZVPD RIJCOSX def2/J DEFGRID3
* xyz 1 1
C 0.23 -0.08 0.18
C 2.36 0.23 0.01
C -1.35 1.90 0.52
C -1.79 -1.53 -0.45
N 2.86 -0.79 -0.54
N -0.22 1.01 0.68
N -0.44 -1.07 -0.32
O 2.57 1.30 0.39
H -1.30 2.86 1.19
H -1.29 2.27 -0.55
H -2.27 1.45 0.68
H -2.32 -0.63 -0.40
H -2.19 -2.30 0.25
H -1.90 -1.94 -1.53
H 2.40 -1.62 -0.49
H 3.92 -0.81 -0.36
H 0.54 1.60 0.97
H 0.21 -1.85 -0.22
*
```

Properties
HOMO = -14.129 eV

---

Q: Which of them is the least stable? A: arrangement x.

---

Arrangement w

# C6H6

The molecule C6H6 (ωB97M-V with the def2-TZVPD basis set, the OMol25 dataset).

```
! wB97M-V def2-TZVPD RIJCOSX def2/J DEFGRID3
* xyz 0 1
C -1.19 -0.54 -0.81
C -0.08 -0.30 0.67
C 1.32 -0.84 0.64
C 2.41 -1.34 0.53
C -0.10 1.17 0.52
C -0.39 2.24 0.04
H -0.51 -0.03 -1.50
H -1.73 -1.31 -1.44
H -1.98 0.11 -0.43
H -0.51 -0.56 1.66
H 3.36 -1.81 0.39
H -0.61 3.23 -0.30
*
```

Properties
HOMO = -9.847 eV
structure (SMILES) = C#CC(C)C#C

---

Arrangement x

# C6H6

A cluster of 2 separate species, C6H6 in total (ωB97M-V with the def2-TZVPD basis set, the OMol25 dataset).

```
! wB97M-V def2-TZVPD RIJCOSX def2/J DEFGRID3
* xyz 0 1
C 0.02 -2.00 -0.67
C -0.23 -0.81 -0.18
C 1.17 -1.06 -0.38
C 2.46 -1.00 -0.58
C -2.28 1.73 1.09
C -2.86 0.67 0.64
H -0.30 -2.97 -0.72
H 3.04 0.01 -0.36
H 2.89 -1.90 -1.13
H -1.27 1.82 1.28
H -3.04 2.34 1.63
H -0.97 -0.07 -0.09
*
```

Properties
HOMO = -8.413 eV

---

Q: Which of them is the least stable? A: arrangement x.